Computed, not measured: a 2-piece molecular cluster, CH6OS overall at a distorted geometry, with the ωB97M-V functional and the def2-TZVPD basis.

```
! RIJCOSX wB97M-V def2-TZVPD def2/J DEFGRID3
* xyz 1 2
S -0.6266 -1.4642 -2.1382
H 0.4511 -0.8914 -1.5796
H 0.0413 -2.5336 -2.4412
C -0.0054 0.8853 1.4027
O 0.6954 0.8614 0.1519
H -0.0604 -0.1784 1.7394
H 0.4259 1.4130 2.2702
H -0.9215 1.1915 1.0769
H 0.0003 0.7163 -0.4822
*
```

Output
E_tot (eV): -14005.542
Lowest unoccupied orbital energy (alpha / beta) (Ha): -0.147 / -0.389
Highest occupied orbital energy (alpha / beta) (eV): -16.63 / -14.60
Relative energy (zero: lowest compared OMol25 entry of this formula, charge and spin) (kcal per mole): 39.7
<S²>: 0.756



Computed, not measured: C39H33MgNO2 as an isolated structure, with the ωB97M-V functional and the def2-TZVPD basis.

```
! RIJCOSX wB97M-V def2-TZVPD def2/J DEFGRID3
* xyz 0 1
Mg 0.2104 -0.1955 -0.1647
C 0.3600 2.0972 1.7096
C -0.2631 1.1431 2.5143
C -1.4572 0.5719 2.1024
C -2.0481 0.9713 0.8948
C -1.4350 1.9386 0.1067
C -0.2139 2.4883 0.5071
H 1.3164 2.5038 2.0102
H 0.2058 0.8220 3.4350
H -1.9369 -0.1801 2.7157
H -2.9979 0.5492 0.5928
H -1.8866 2.2561 -0.8219
H 0.2745 3.2127 -0.1293
O 1.7025 -0.7984 0.7764
C 1.7770 -1.9353 1.5524
C 0.5157 -2.8214 1.3081
C 0.3315 -3.1388 -0.1536
C 0.7294 -4.3495 -0.6897
C 0.6163 -4.5414 -2.0556
C 0.1049 -3.5254 -2.8430
C -0.2872 -2.3339 -2.2519
C -0.8410 -1.2016 -3.0858
C 0.0898 0.0532 -3.1050
O 0.1633 0.5776 -1.8377
C -0.4842 1.1442 -4.0255
C 0.3477 1.9515 -4.7955
C -0.1599 3.0193 -5.5252
C -1.5184 3.2998 -5.5011
C -2.3606 2.5057 -4.7334
C -1.8446 1.4443 -4.0020
C 1.4540 -0.4376 -3.6090
C 1.5862 -1.0221 -4.8697
C 2.8025 -1.5234 -5.3022
C 3.9195 -1.4511 -4.4742
C 3.8001 -0.8671 -3.2240
C 2.5734 -0.3622 -2.7964
N -0.1760 -2.1563 -0.9229
C 1.8629 -1.5207 3.0268
C 1.0595 -2.0242 4.0397
C 1.1455 -1.5214 5.3394
C 2.0487 -0.5166 5.6384
C 2.8781 -0.0231 4.6313
C 2.7842 -0.5212 3.3448
C 2.9949 -2.7791 1.1636
C 3.4101 -3.8572 1.9415
C 4.4604 -4.6645 1.5299
C 5.1126 -4.4024 0.3294
C 4.7073 -3.3256 -0.4456
C 3.6546 -2.5172 -0.0282
H -0.3594 -2.2651 1.6676
H 0.5680 -3.7517 1.8754
H 1.1451 -5.1101 -0.0424
H 0.9358 -5.4732 -2.5052
H 0.0252 -3.6339 -3.9160
H -1.8154 -0.9129 -2.6884
H -1.0004 -1.5792 -4.0964
H 1.4112 1.7519 -4.8230
H 0.5121 3.6323 -6.1131
H -1.9163 4.1289 -6.0723
H -3.4231 2.7141 -4.7013
H -2.5221 0.8562 -3.3952
H 0.7296 -1.0677 -5.5339
H 2.8819 -1.9689 -6.2861
H 4.8715 -1.8444 -4.8077
H 4.6628 -0.8021 -2.5713
H 2.4826 0.0884 -1.8154
H 0.3375 -2.8041 3.8341
H 0.5020 -1.9208 6.1134
H 2.1170 -0.1240 6.6448
H 3.5958 0.7566 4.8557
H 3.4054 -0.1227 2.5520
H 2.9170 -4.0621 2.8868
H 4.7761 -5.4953 2.1487
H 5.9330 -5.0314 0.0076
H 5.2073 -3.1124 -1.3829
H 3.3235 -1.6798 -0.6277
*
```

Output
E_tot (eV): -52012.532
Lowest unoccupied orbital energy (Ha): 0.014
Highest occupied orbital energy (eV): -8.58
Relative energy (zero: lowest compared OMol25 entry of this formula, charge and spin) (kcal per mole): 0.0



Computed, not measured: C6H18CeN4Se3Te as an isolated structure at a distorted geometry, with the ωB97M-V functional and the def2-TZVPD basis.

```
! RIJCOSX wB97M-V def2-TZVPD def2/J DEFGRID3
* xyz 1 2
Ce -0.2897 -1.5597 -0.7218
N -1.5995 -1.1098 1.6094
C -1.1256 0.1055 2.3039
C -1.0846 1.2920 1.2626
N -0.0617 0.9521 0.2458
C -0.2050 1.9749 -0.8364
C 0.5622 1.5545 -2.1051
N 0.0087 0.3395 -2.6600
C 1.2837 1.0049 0.8240
C 1.9617 -0.3145 0.9294
N 2.2457 -0.9409 -0.3880
H -1.7880 -1.8846 2.2055
H -2.5063 -0.9472 1.1447
H -1.7646 0.3028 3.1857
H -0.1590 -0.1027 2.7057
H -2.0660 1.3608 0.8448
H -0.8607 2.1620 1.8788
H -1.2569 1.9749 -1.1460
H 0.1196 2.9694 -0.5623
H 0.5768 2.4319 -2.8258
H 1.6251 1.3634 -1.9075
H -1.0021 0.4453 -2.8992
H 0.4308 0.0242 -3.5373
H 1.8929 1.7310 0.2575
H 1.2721 1.4789 1.7638
H 2.9217 -0.2898 1.4458
H 1.2468 -1.0134 1.4584
H 2.8360 -0.2637 -0.9064
H 2.8066 -1.7994 -0.3051
Se -3.0703 -1.2801 -1.5968
Se -2.5514 -3.5011 -1.8407
Te -1.3717 -4.5444 0.2826
Se 0.9727 -3.9169 -0.1099
*
```

Output
E_tot (eV): -228733.534
Lowest unoccupied orbital energy (alpha / beta) (Ha): -0.127 / -0.127
Highest occupied orbital energy (alpha / beta) (eV): -10.41 / -10.40
Relative energy (zero: lowest compared OMol25 entry of this formula, charge and spin) (kcal per mole): 0.0
<S²>: 0.751



> What is the formula in the third record?

C6H18CeN4Se3Te



Repeat the first record exactly.
Computed, not measured: a 2-piece molecular cluster, CH6OS overall at a distorted geometry, with the ωB97M-V functional and the def2-TZVPD basis.

```
! RIJCOSX wB97M-V def2-TZVPD def2/J DEFGRID3
* xyz 1 2
S -0.6266 -1.4642 -2.1382
H 0.4511 -0.8914 -1.5796
H 0.0413 -2.5336 -2.4412
C -0.0054 0.8853 1.4027
O 0.6954 0.8614 0.1519
H -0.0604 -0.1784 1.7394
H 0.4259 1.4130 2.2702
H -0.9215 1.1915 1.0769
H 0.0003 0.7163 -0.4822
*
```

Output
E_tot (eV): -14005.542
Lowest unoccupied orbital energy (alpha / beta) (Ha): -0.147 / -0.389
Highest occupied orbital energy (alpha / beta) (eV): -16.63 / -14.60
Relative energy (zero: lowest compared OMol25 entry of this formula, charge and spin) (kcal per mole): 39.7
<S²>: 0.756